ORCA calculation (ωB97M-V/def2-TZVPD) on a cluster of 4 separate species, C13H25Br2N3O in total in a non-equilibrium geometry.

Positions of all 44 atoms, in Å:
H (-14.752765, 3.661133, -21.427021)
H (-15.233163, 6.130026, -20.953934)
C (-19.929921, 7.322168, -33.373216)
C (-15.829588, 7.977015, -20.019060)
C (-13.420716, 4.209854, -23.807724)
H (-18.486201, 6.113883, -27.281326)
H (-18.879114, 8.368152, -30.246074)
H (-18.740532, 8.912535, -32.560896)
H (-18.370282, 7.992735, -23.704686)
N (-18.283260, 7.500964, -25.731832)
C (-19.233278, 7.628877, -30.965554)
H (-16.591838, 8.446437, -25.093378)
C (-19.615044, 8.329290, -32.267119)
H (-20.145850, 7.834611, -34.306594)
H (-12.064922, 3.007717, -22.742055)
C (-17.155298, 8.183484, -26.003551)
H (-19.665519, 6.897811, -24.213611)
H (-12.652695, 4.530701, -24.512725)
H (-13.510791, 2.809396, -20.633625)
H (-16.116605, 8.364566, -19.044798)
H (-18.065269, 6.261526, -24.029024)
H (-18.423479, 6.927480, -31.169865)
N (-15.160189, 6.124796, -23.552806)
H (-14.247575, 2.075209, -22.115501)
C (-12.858071, 3.711534, -22.473227)
H (-13.924828, 3.381012, -24.319569)
H (-12.399160, 4.531098, -21.921905)
C (-13.916816, 2.987180, -21.630925)
H (-20.471749, 8.984672, -32.122524)
H (-15.941028, 5.922042, -19.353664)
C (-18.616053, 7.153731, -24.349977)
Br (-17.370986, 8.006230, -21.187832)
H (-20.013507, 6.628379, -26.475870)
C (-14.398242, 5.281397, -23.666841)
C (-19.040131, 6.943507, -26.842552)
H (-19.232239, 7.709254, -27.591129)
C (-15.312372, 6.563579, -19.964651)
C (-20.345532, 6.903937, -30.370160)
H (-15.107171, 8.682145, -20.420863)
H (-20.812345, 6.743569, -33.088853)
N (-21.229376, 6.348541, -29.888694)
Br (-13.552383, 6.520161, -19.131055)
O (-16.800591, 8.500952, -27.127218)
H (-19.096664, 6.631474, -33.497665)

Cartesian forces (eV/Å) of the 2 atoms listed first:
-0.23 -0.15 -0.33
0.20 0.07 -0.10

Computed properties:
Energy (eV): -160488.9960
Energy relative to the best compared isomer or geometry (same formula, charge and spin) (kJ/mol): 0.0
Largest force on an atom (eV Å⁻¹): 1.22
SMILES string: CN(C)C=O.BrCCBr.CCCC#N.CCCC#N
Orbital gap (eV): 9.53

ORCA calculation (ωB97M-V/def2-TZVPD) on a structure of composition C4H6N2O.

Positions of all 13 atoms, in Å:
H (1.265575, 0.891533, -1.803916)
H (0.701643, -2.014146, -1.520400)
H (-0.621836, -1.362233, -2.211253)
H (-0.229292, -0.966548, 1.771966)
H (-1.324117, 0.367135, 2.478902)
C (-0.123709, -0.507293, -0.441127)
H (0.311830, 2.050961, 1.437992)
N (0.217487, -1.135568, -1.684735)
O (1.153553, 1.479778, -1.028371)
C (0.379131, 0.752188, -0.221648)
N (0.003646, 1.192755, 1.007013)
C (-0.772281, 0.169847, 1.565700)
C (-0.961628, -0.918410, 0.649878)

Cartesian forces (eV/Å) of the 2 atoms listed first:
0.06 0.21 0.09
-0.06 0.12 -0.05

Computed properties:
Energy (eV): -9269.8576
Energy relative to the best compared isomer or geometry (same formula, charge and spin) (kJ/mol): 351.6
Largest force on an atom (eV Å⁻¹): 0.35
Orbital gap (eV): 9.17

ORCA calculation (ωB97M-V/def2-TZVPD) on a structure of composition C4H7N3O2S in a non-equilibrium geometry.

Positions of all 17 atoms, in Å:
H (0.670432, 0.968781, -1.632920)
H (0.976210, -1.557407, 1.542195)
N (-0.754816, -0.312968, -0.184147)
H (-1.141137, 0.440372, -0.815792)
C (1.391168, -1.136632, 0.752974)
N (1.311601, 0.506250, -0.957484)
H (-1.351888, -1.610645, 1.294663)
H (-2.235137, -0.042558, 1.301134)
C (-1.790906, -0.866837, 0.628129)
H (-2.586836, -1.509614, -0.029089)
O (-1.512103, 2.323987, -1.275877)
C (-1.271290, 2.630745, -0.174332)
O (-0.938858, 2.801895, 0.911078)
C (0.606522, -0.319381, -0.170594)
S (3.655199, -0.915726, -0.556904)
N (2.628575, -1.545322, 0.591524)
H (2.343267, 0.145055, -1.224561)

Cartesian forces (eV/Å) of the 2 atoms listed first:
1.08 -0.22 0.22
-2.51 -1.86 3.42

Computed properties:
Energy (eV): -23660.3558
Energy relative to the best compared isomer or geometry (same formula, charge and spin) (kJ/mol): 124.6
Largest force on an atom (eV Å⁻¹): 4.63
Orbital gap (eV): 7.41